Entry 1:
This record from the Open Molecules 2025 dataset describes a cluster of 5 separate species, C48H53F9NO29P2 in total in a non-equilibrium geometry. The level of theory is ωB97M-V/def2-TZVPD.

Geometry (Å):
C  3.306  2.542  4.421
C  2.100  3.472  3.834
C  0.721  2.652  3.900
C  -0.334  2.967  2.732
O  -0.454  2.300  1.546
C  0.029  1.141  0.957
C  1.551  1.407  0.655
F  1.706  2.865  0.614
F  2.250  1.060  1.885
C  2.588  1.054  -0.438
F  3.778  1.755  0.087
F  2.391  1.901  -1.590
C  3.244  -0.351  -0.761
F  2.889  -0.913  -2.042
F  4.648  -0.112  -1.078
C  3.394  -1.421  0.406
F  3.913  -2.649  -0.114
F  4.431  -0.937  1.271
F  2.304  -1.704  1.210
O  -0.095  -0.100  1.716
C  -1.365  -0.352  2.351
C  -1.564  -1.970  2.499
C  -1.186  -2.867  1.264
O  -0.069  -3.458  1.236
O  -2.067  -3.208  0.146
C  -3.048  -4.115  0.743
C  -2.656  -5.290  1.748
O  -4.235  -3.903  0.381
C  -1.312  0.032  3.931
C  -2.339  -0.726  4.891
C  -2.328  0.100  6.304
O  -3.715  -0.727  4.457
C  -2.662  0.253  1.575
C  -3.374  1.517  2.171
C  -5.089  1.353  2.164
C  -5.885  2.634  2.899
O  -5.733  1.168  3.516
N  -2.298  0.264  0.110
C  -3.530  0.625  -0.658
C  -1.014  0.948  -0.322
C  -1.249  2.423  -0.935
P  -1.773  2.732  -2.683
O  -0.700  3.578  -3.416
O  -3.164  3.781  -2.655
O  -2.179  1.487  -3.724
P  -0.347  -0.276  -1.643
O  0.407  0.363  -2.798
O  -1.625  -1.105  -2.492
O  0.438  -1.623  -0.966
H  4.300  2.732  3.863
H  3.099  1.423  4.310
H  3.445  2.735  5.551
H  2.013  4.339  4.598
H  2.347  3.943  2.828
H  0.240  2.924  4.919
H  0.979  1.529  4.002
H  -1.354  3.029  3.291
H  -0.139  4.098  2.515
H  -0.853  -2.327  3.338
H  -2.665  -2.248  2.725
H  -1.958  -6.015  1.206
H  -3.610  -5.854  2.017
H  -2.186  -4.926  2.733
H  -1.482  1.120  4.177
H  -0.249  -0.261  4.274
H  -2.001  -1.794  5.189
H  -2.755  1.137  6.033
H  -1.297  0.144  6.785
H  -3.130  -0.400  6.953
H  -4.181  -1.459  4.929
H  -3.445  -0.601  1.653
H  -3.249  2.483  1.548
H  -3.241  1.800  3.253
H  -5.606  0.874  1.192
H  -6.965  2.852  2.631
H  -5.278  3.174  3.714
H  -2.174  -0.764  -0.064
H  -4.352  -0.101  -0.286
H  -3.490  0.459  -1.784
H  -3.877  1.720  -0.527
H  -2.069  2.908  -0.273
H  -0.337  3.126  -0.800
H  -3.960  3.186  -2.697
H  -3.034  1.698  -4.185
H  -1.865  -1.930  -2.009
H  0.471  -2.365  -1.630
C  0.948  -0.003  -7.571
C  0.473  -0.485  -6.421
C  0.256  -1.948  -6.222
O  -0.163  -2.356  -5.149
C  0.554  -2.845  -7.341
C  1.026  -2.362  -8.492
C  1.269  -0.904  -8.682
O  1.718  -0.502  -9.742
O  1.305  -3.184  -9.541
O  0.168  0.337  -5.381
H  1.113  1.055  -7.728
H  0.376  -3.901  -7.190
H  1.632  -2.596  -10.252
H  -0.152  -0.250  -4.670
C  6.556  -5.278  -7.221
C  6.662  -5.323  -8.551
C  5.699  -4.601  -9.432
O  5.836  -4.649  -10.641
C  4.608  -3.857  -8.793
C  4.501  -3.815  -7.464
C  5.479  -4.514  -6.584
O  5.360  -4.438  -5.372
O  3.491  -3.130  -6.855
O  7.654  -6.029  -9.158
H  7.249  -5.795  -6.571
H  3.906  -3.353  -9.443
H  3.637  -3.253  -5.896
H  7.515  -5.903  -10.117
C  6.304  -3.578  5.646
C  7.583  -3.961  5.653
C  8.322  -4.225  4.385
O  9.494  -4.554  4.429
C  7.593  -4.078  3.121
C  6.313  -3.699  3.115
C  5.582  -3.409  4.382
O  4.417  -3.046  4.336
O  5.622  -3.561  1.950
O  8.265  -4.124  6.819
H  5.757  -3.381  6.559
H  8.135  -4.290  2.209
H  4.725  -3.279  2.213
H  9.165  -4.401  6.557
C  -6.534  8.677  1.723
C  -5.822  7.550  1.768
C  -6.441  6.254  2.167
O  -5.761  5.237  2.179
C  -7.858  6.255  2.539
C  -8.572  7.383  2.498
C  -7.959  8.674  2.072
O  -8.644  9.679  2.029
O  -9.886  7.399  2.843
O  -4.497  7.538  1.449
H  -6.098  9.623  1.432
H  -8.291  5.311  2.845
H  -10.174  8.326  2.728
H  -4.212  6.611  1.557

Values from the calculation:
* electronic energy: -5678.49043 a.u.
* HOMO energy: -10.77 eV
* charge: +1
* HOMO-LUMO gap: 7.21 eV

---

Entry 2:
This record from the Open Molecules 2025 dataset describes a cluster of 9 separate species, C48H54O30 in total in a non-equilibrium geometry. The level of theory is ωB97M-V/def2-TZVPD.

Geometry (Å):
O  5.265  0.160  -5.848
C  5.768  0.651  -6.836
C  5.057  1.774  -7.502
C  5.372  2.308  -8.683
O  4.752  3.343  -9.334
C  6.451  1.715  -9.505
O  6.686  2.137  -10.640
C  7.299  0.748  -8.822
C  6.973  0.297  -7.510
O  7.503  -0.847  -7.023
H  4.198  2.190  -6.997
H  5.260  3.488  -10.135
H  8.072  0.228  -9.368
H  7.098  -0.946  -6.159
O  5.383  -10.725  10.772
C  4.777  -9.999  10.072
C  3.286  -9.743  10.408
C  2.483  -9.079  9.513
O  1.158  -9.350  9.511
C  2.936  -8.452  8.275
O  2.198  -7.978  7.441
C  4.385  -8.485  8.162
C  5.261  -9.037  9.035
O  6.604  -8.909  8.931
H  2.851  -10.312  11.216
H  0.753  -8.948  8.739
H  4.788  -7.846  7.391
H  7.136  -9.457  9.512
O  -7.163  7.499  -3.786
C  -6.207  7.755  -4.497
C  -5.949  9.098  -5.056
C  -4.916  9.425  -5.883
O  -4.749  10.726  -6.417
C  -3.805  8.522  -6.308
O  -2.925  8.827  -7.010
C  -4.061  7.128  -5.721
C  -5.166  6.787  -4.987
O  -5.424  5.477  -4.775
H  -6.661  9.886  -4.862
H  -4.289  10.763  -7.259
H  -3.474  6.288  -6.062
H  -6.309  5.278  -4.461
O  8.206  -1.363  -1.655
C  7.746  -2.312  -0.996
C  8.061  -3.680  -1.202
C  7.778  -4.726  -0.408
O  8.045  -5.983  -0.827
C  6.903  -4.594  0.776
O  6.640  -5.566  1.518
C  6.584  -3.146  1.036
C  6.917  -2.151  0.111
O  6.630  -0.807  0.401
H  8.644  -3.906  -2.082
H  7.697  -6.686  -0.274
H  6.083  -2.980  1.978
H  6.711  -0.351  -0.440
O  4.234  -5.606  -7.712
C  3.386  -4.810  -7.214
C  2.601  -3.780  -8.003
C  1.587  -3.106  -7.497
O  0.958  -2.169  -8.218
C  1.028  -3.277  -6.187
O  -0.077  -2.766  -5.917
C  1.829  -4.136  -5.312
C  2.911  -4.828  -5.810
O  3.712  -5.655  -5.065
H  2.778  -3.573  -9.048
H  0.077  -1.948  -7.907
H  1.570  -4.182  -4.265
H  4.329  -6.115  -5.640
O  -3.692  10.447  2.564
C  -3.510  9.220  2.503
C  -2.267  8.561  2.244
C  -2.136  7.279  1.805
O  -0.889  6.662  1.704
C  -3.366  6.347  1.692
O  -3.396  5.216  1.179
C  -4.610  7.104  2.134
C  -4.718  8.367  2.444
O  -5.901  8.914  2.832
H  -1.470  9.277  2.381
H  -1.065  5.775  1.382
H  -5.540  6.565  2.026
H  -5.892  9.860  2.996
C  -0.524  1.580  -2.112
O  0.070  1.618  -0.780
C  0.953  0.583  -0.336
C  0.315  -0.752  0.164
O  1.211  -1.478  0.948
C  0.672  -2.700  1.261
H  -0.884  0.577  -2.341
H  0.357  1.864  -2.688
H  -1.140  2.460  -2.295
H  1.754  0.902  0.331
H  1.469  0.310  -1.256
H  0.064  -1.435  -0.648
H  -0.529  -0.428  0.774
H  -0.409  -2.736  1.396
H  1.106  -3.175  2.141
H  0.824  -3.326  0.381
C  -11.148  -4.459  3.320
O  -11.315  -3.596  2.170
C  -10.080  -3.232  1.518
C  -9.335  -1.968  2.183
O  -8.054  -1.920  1.522
C  -7.248  -0.728  1.714
H  -12.057  -4.570  3.912
H  -10.331  -4.181  3.986
H  -10.963  -5.434  2.867
H  -10.321  -2.935  0.497
H  -9.457  -4.126  1.485
H  -9.489  -2.190  3.239
H  -9.927  -1.075  1.987
H  -7.761  0.221  1.560
H  -6.369  -0.792  1.072
H  -6.929  -0.584  2.746
C  2.080  1.063  5.638
O  0.714  1.138  5.821
C  0.232  2.418  6.098
C  -1.359  2.523  6.008
O  -1.744  3.833  6.417
C  -3.111  4.024  6.777
H  2.350  0.054  5.325
H  2.585  1.218  6.592
H  2.461  1.718  4.855
H  0.514  3.064  5.266
H  0.648  2.763  7.046
H  -1.599  1.687  6.665
H  -1.612  2.221  4.991
H  -3.257  5.104  6.799
H  -3.507  3.337  7.524
H  -3.694  3.760  5.895

Values from the calculation:
* electronic energy: -4118.16499 a.u.
* HOMO energy: -9.45 eV
* HOMO-LUMO gap: 7.18 eV
* SMILES string: O=C1C=C(O)C(=O)C=C1O.O=C1C=C(O)C(=O)C=C1O.O=C1C=C(O)C(=O)C=C1O.O=C1C=C(O)C(=O)C=C1O.O=C1C=C(O)C(=O)C=C1O.O=C1C=C(O)C(=O)C=C1O.COCCOC.COCCOC.COCCOC

---

Question: The lowest electronic energy belongs to which entry?
Answer: C48H53F9NO29P2

---

Question: The lowest HOMO energy belongs to which entry?
Answer: C48H53F9NO29P2

---

Question: Among the records above, which one has the lowest electronic energy?
Answer: C48H53F9NO29P2

---

Question: Which of these has the lowest HOMO energy?
Answer: C48H53F9NO29P2